Here is C54H48Br2Cl2MoN4O2 as an isolated structure in a non-equilibrium geometry from the OMol25 dataset. Energies are from ωB97M-V with the def2-TZVPD basis set.

The geometry in XYZ format:
```
113
Properties=species:S:1:pos:R:3:mulliken_charge:R:1
Mo 0.44 0.47 0.26 0.44
Cl 0.41 -2.57 -5.81 -0.13
C -0.59 -0.32 -3.44 -0.31
C -1.40 -0.25 -4.58 -0.74
C -2.36 0.72 -4.75 -0.12
Cl -3.30 0.72 -6.19 -0.21
C -2.62 1.69 -3.75 0.53
C -3.63 2.67 -3.78 -1.23
C -3.77 3.52 -2.71 -0.71
C -2.90 3.38 -1.61 -0.44
N -1.96 2.48 -1.54 -0.25
C -1.81 1.65 -2.59 0.31
C -0.79 0.65 -2.46 -0.35
O -0.14 0.68 -1.32 0.74
H -1.26 -0.97 -5.37 0.76
H -4.28 2.74 -4.64 0.48
H -4.52 4.28 -2.70 0.48
H -2.99 4.04 -0.75 0.52
Br 0.36 3.36 4.36 -0.06
C -1.11 2.56 3.52 0.29
C -2.41 2.79 4.01 -0.47
C -3.52 2.31 3.35 0.08
Br -5.25 2.79 3.96 -0.15
C -3.39 1.49 2.20 0.68
C -4.43 0.94 1.44 -1.18
C -4.12 0.18 0.33 -1.39
C -2.78 -0.06 0.01 -0.40
N -1.77 0.43 0.70 1.48
C -2.07 1.22 1.76 -0.02
C -0.93 1.79 2.37 0.05
O 0.19 1.54 1.74 -0.71
H -2.52 3.38 4.90 0.52
H -5.46 1.12 1.72 0.50
H -4.90 -0.24 -0.28 0.59
H -2.55 -0.66 -0.85 -0.02
C 4.92 0.87 3.37 -1.90
C 3.56 0.86 2.67 1.41
C 3.22 2.27 2.17 -0.72
C 2.46 0.33 3.57 1.08
C 2.47 0.56 4.94 -0.41
C 1.50 0.01 5.76 -1.53
C 0.49 -0.76 5.23 -0.51
C 0.40 -0.98 3.86 1.02
C -0.67 -1.86 3.26 2.10
C -0.26 -3.33 3.37 -1.48
C -2.04 -1.64 3.91 -1.99
C 1.39 -0.42 3.04 -0.74
N 1.37 -0.67 1.63 1.64
C 2.18 -1.65 1.25 -0.48
C 2.29 -1.81 -0.17 -0.43
N 1.42 -1.07 -0.84 0.76
C 1.53 -0.87 -2.24 -0.86
C 0.46 -1.43 -3.22 1.17
C 1.28 -1.71 -4.51 0.59
C 1.89 -0.45 -5.01 -1.81
C 2.45 0.38 -4.12 -0.20
C 2.41 0.05 -2.70 1.55
C 3.36 0.81 -1.80 1.36
C 3.02 2.31 -1.82 -1.53
C 4.80 0.56 -2.25 -1.60
C -0.24 -2.76 -2.81 -0.27
C 0.73 -3.89 -2.50 -1.59
C -1.25 -2.60 -1.68 -1.09
C 3.42 -2.69 -0.43 0.41
C 4.11 -3.15 -1.53 0.58
C 5.21 -4.00 -1.34 -1.31
C 5.64 -4.40 -0.09 -0.86
C 4.97 -3.95 1.07 0.88
C 5.29 -4.24 2.42 -0.89
C 4.56 -3.67 3.45 -1.26
C 3.50 -2.79 3.22 0.45
C 3.15 -2.50 1.92 0.22
C 3.88 -3.09 0.86 -1.32
H 5.70 1.11 2.65 0.46
H 5.14 -0.11 3.79 0.39
H 4.97 1.61 4.17 0.43
H 3.66 0.20 1.80 -0.65
H 2.95 2.92 2.99 0.17
H 2.38 2.24 1.45 -0.21
H 4.08 2.70 1.66 0.52
H 3.24 1.17 5.37 0.35
H 1.55 0.18 6.82 0.46
H -0.23 -1.21 5.88 0.49
H -0.76 -1.61 2.18 -1.37
H -0.12 -3.62 4.41 0.37
H 0.68 -3.51 2.84 0.20
H -1.02 -3.97 2.94 0.49
H -2.08 -2.09 4.90 0.52
H -2.81 -2.09 3.30 0.42
H -2.25 -0.57 4.01 0.40
H 2.09 -2.40 -4.23 0.15
H 1.92 -0.27 -6.07 0.52
H 2.94 1.28 -4.43 0.67
H 3.25 0.47 -0.75 -1.07
H 3.20 2.75 -2.79 0.44
H 3.63 2.85 -1.10 0.38
H 1.96 2.46 -1.55 0.22
H 4.93 0.86 -3.29 0.37
H 5.05 -0.49 -2.17 0.39
H 5.50 1.13 -1.64 0.47
H -0.82 -3.07 -3.69 1.02
H 1.41 -3.66 -1.69 0.25
H 1.31 -4.17 -3.38 0.31
H 0.16 -4.77 -2.22 0.57
H -0.81 -2.09 -0.81 -0.25
H -1.59 -3.58 -1.35 0.84
H -2.12 -2.06 -2.04 0.21
H 3.82 -2.87 -2.53 0.61
H 5.75 -4.34 -2.21 0.50
H 6.50 -5.04 0.01 0.49
H 6.10 -4.91 2.64 0.48
H 4.82 -3.91 4.47 0.50
H 2.97 -2.37 4.06 0.55
```

As for the total charge: +2. Its highest occupied orbital energy (alpha / beta) is -13.142 / -13.103 eV. Its gap between HOMO and LUMO (alpha / beta) is 5.86 / 5.98 eV. The energy relative to the best compared isomer or geometry (same formula, charge and spin) is 0.941 eV. Its max |F| is 3.0 eV/Å.

Here is a 10-piece molecular cluster, C54H48O18 overall in a non-equilibrium geometry from the OMol25 dataset. Energies are from ωB97M-V with the def2-TZVPD basis set.

The geometry in XYZ format:
```
120
Properties=species:S:1:pos:R:3:mulliken_charge:R:1
C 1.86 5.94 2.03 -1.40
C 0.62 5.06 2.24 0.32
C -0.08 4.52 0.95 0.48
O 1.27 3.94 2.85 -0.38
H 2.66 5.37 1.51 0.29
H 2.32 6.58 2.90 0.27
H 1.70 6.66 1.29 0.48
H 0.04 5.26 3.15 0.38
H 0.54 3.96 0.16 0.37
H -0.52 5.45 0.29 0.08
H -0.86 3.82 1.09 -0.87
H 1.52 4.02 3.85 0.29
C 1.10 -4.44 4.20 -0.70
C 1.86 -5.75 4.24 0.60
C 1.81 -6.41 5.59 -1.79
O 1.35 -6.58 3.22 -0.54
H 1.33 -3.49 4.80 0.24
H 0.00 -4.55 4.51 0.31
H 1.00 -4.21 3.13 -0.08
H 2.91 -5.36 4.07 0.19
H 2.39 -5.90 6.26 0.46
H 2.11 -7.31 5.57 0.56
H 0.86 -6.48 6.04 0.39
H 2.08 -7.12 2.99 0.35
C -0.24 2.86 -2.86 0.70
C -0.87 2.37 -4.09 -0.83
C -1.82 3.46 -4.73 0.04
O -2.47 3.24 -5.68 -0.53
C -1.93 4.70 -4.10 -0.25
C -1.20 5.17 -2.90 -0.28
C -0.37 4.20 -2.24 0.18
O 0.12 4.45 -1.18 -0.37
H 0.30 1.86 -2.15 -0.14
H -0.58 1.35 -4.33 0.59
H -2.58 5.61 -4.36 0.34
H -1.51 6.22 -2.40 0.40
C -4.16 -1.96 -5.80 -0.51
C -5.37 -2.80 -5.59 -0.55
C -5.64 -3.17 -4.03 0.20
O -6.47 -3.88 -3.59 -0.48
C -4.58 -2.49 -3.07 -0.30
C -3.47 -1.75 -3.46 0.57
C -3.15 -1.45 -4.82 0.39
O -2.08 -1.03 -5.16 -0.54
H -3.92 -1.59 -6.76 0.45
H -5.85 -3.39 -6.45 0.34
H -4.41 -2.79 -2.03 0.44
H -2.44 -1.48 -2.73 -0.06
C 2.75 -0.61 -2.45 0.25
C 3.29 -1.94 -2.57 -0.48
C 4.70 -2.14 -2.02 0.27
O 5.29 -3.23 -2.04 -0.58
C 5.38 -1.07 -1.33 -0.47
C 4.69 0.32 -1.26 -0.31
C 3.45 0.47 -1.77 0.65
O 3.00 1.63 -1.60 -0.52
H 1.65 -0.42 -2.88 -0.12
H 2.71 -2.69 -3.07 0.54
H 6.28 -1.39 -0.86 0.46
H 5.40 1.10 -0.80 0.37
C 0.36 0.68 0.58 0.64
C 0.79 0.43 2.08 -3.02
C 1.19 -1.03 2.38 -0.35
O 1.74 -1.41 3.43 -0.52
C 1.05 -2.00 1.34 0.44
C 0.39 -1.77 0.05 0.29
C 0.09 -0.45 -0.34 0.90
O -0.49 -0.15 -1.39 -0.36
H -0.04 1.65 0.42 -0.53
H 0.67 1.13 2.61 2.81
H 1.15 -3.11 1.34 0.26
H 0.48 -2.58 -0.95 -0.48
C -2.07 0.80 2.95 -0.18
C -2.83 0.59 1.68 -0.17
C -2.77 -0.85 1.10 0.73
O -3.36 -1.12 0.07 -0.57
C -2.07 -1.86 1.87 -0.49
C -1.31 -1.55 3.13 -0.57
C -1.26 -0.23 3.70 -0.27
O -0.59 -0.14 4.76 -0.61
H -2.37 1.71 3.53 0.43
H -3.32 1.55 1.27 0.12
H -1.98 -2.87 1.36 0.35
H -0.76 -2.22 3.53 1.30
C 0.76 -6.51 -4.98 -0.68
C 0.37 -5.85 -3.67 -0.41
C 0.03 -4.35 -3.63 0.37
O -0.37 -3.76 -2.64 -0.55
C 0.24 -3.59 -4.89 0.17
C 0.49 -4.34 -6.16 -0.57
C 0.67 -5.72 -6.21 0.32
O 0.78 -6.22 -7.34 -0.56
H 1.06 -7.44 -5.00 0.62
H 0.26 -6.53 -2.74 0.33
H -0.01 -2.44 -4.92 0.23
H 0.35 -3.82 -6.98 0.62
C -4.55 4.12 -2.30 -0.46
C -3.72 3.11 -1.58 -0.86
C -3.04 3.38 -0.28 0.26
O -2.32 2.64 0.43 -0.45
C -3.38 4.75 0.21 -0.03
C -4.06 5.81 -0.45 -0.69
C -4.80 5.47 -1.70 0.32
O -5.41 6.30 -2.32 -0.54
H -4.97 3.86 -3.31 0.41
H -3.56 2.26 -2.05 1.38
H -2.84 4.81 1.20 0.31
H -4.15 6.86 0.11 0.29
C 2.41 1.52 5.51 -0.09
C 3.33 0.33 5.87 -1.05
C 4.72 0.61 6.19 0.52
O 5.55 -0.29 6.54 -0.58
C 5.20 2.05 6.27 -0.32
C 4.18 3.08 6.05 -0.37
C 2.92 2.91 5.62 0.53
O 2.15 3.81 5.37 -0.70
H 1.39 1.37 5.26 0.59
H 2.88 -0.56 5.68 0.73
H 6.28 2.29 6.54 0.36
H 4.69 4.19 6.06 0.23
```

Its highest occupied orbital energy is -8.886 eV. Its gap between HOMO and LUMO is 6.03 eV. The energy relative to the best compared isomer or geometry (same formula, charge and spin) is 0.000 eV. Its max |F| is 18.6 eV/Å.

Question: Which value of max |F| does entry 1 give?
Answer: 3.0 eV/Å

Question: Which value of max |F| does entry 2 give?
Answer: 18.6 eV/Å